(1)
The following is a DFT calculation (ωB97M-V/def2-TZVPD) of a 2-piece molecular cluster, C4H9O2P overall.

The geometry in ORCA input format:
```
! wB97M-V def2-TZVPD RIJCOSX def2/J DEFGRID3
* xyz 0 1
C -2.194 0.009 -0.053
C -2.308 -1.471 0.255
C 1.443 0.908 -1.443
C 1.592 0.677 1.302
O -2.717 1.038 -0.164
O 0.912 -1.515 -0.239
P 0.678 -0.059 -0.066
H -1.323 -1.827 0.532
H -2.659 -1.915 -0.701
H -3.251 -1.431 0.888
H 2.410 0.728 -1.076
H 1.439 0.300 -2.381
H 1.033 1.950 -1.689
H 2.636 0.376 1.562
H 1.335 1.729 1.012
H 0.974 0.502 2.262
*
```

The calculation puts the HOMO-LUMO gap (spin up / spin down) at 7.2 / 7.3 eV.



(2)
The following is a DFT calculation (ωB97M-V/def2-TZVPD) of a 2-piece molecular cluster, C4H9O2P overall.

The geometry in ORCA input format:
```
! wB97M-V def2-TZVPD RIJCOSX def2/J DEFGRID3
* xyz 0 1
C 1.210 -0.820 -0.307
C -0.135 0.805 0.960
C -0.094 -0.680 0.599
C -1.378 -1.026 -0.157
O 0.867 2.857 -0.874
O 1.015 0.327 -1.357
P 0.292 1.502 -0.697
H 2.113 -0.600 0.221
H 1.419 -1.604 -0.967
H -0.884 1.091 1.544
H 1.596 1.205 1.881
H -0.062 -1.374 1.464
H -2.166 -0.408 0.325
H -1.597 -2.122 -0.175
H -1.231 -0.599 -1.192
H -0.964 1.445 -1.268
*
```

The calculation puts the HOMO-LUMO gap at 9.2 eV.



Which of them is least stable? Easy: (2).



(1)
The following is a DFT calculation (ωB97M-V/def2-TZVPD) of a 12-piece molecular cluster, C5H32N3O11 overall.

The geometry in ORCA input format:
```
! wB97M-V def2-TZVPD RIJCOSX def2/J DEFGRID3
* xyz 1 1
C 0.601 0.431 -0.949
C -0.138 -0.891 -0.649
C -0.788 -0.890 0.662
C -2.125 -1.207 0.934
N -2.276 -1.123 2.324
C -1.170 -0.716 2.961
N -0.242 -0.562 1.949
N 0.815 0.536 -2.417
H -0.137 1.297 -0.507
H 1.559 0.709 -0.388
H -0.910 -0.897 -1.449
H 0.485 -1.918 -0.837
H -3.038 -1.361 0.397
H -3.119 -1.474 2.838
H -0.913 -0.643 3.962
H 0.795 -0.352 2.064
H 1.289 -0.287 -2.760
H 1.542 1.313 -2.560
H 2.278 -4.421 -0.546
H 1.394 -3.350 0.121
O 2.270 -3.487 -0.343
H -3.221 2.262 -0.124
H -1.952 2.657 -0.969
O -2.410 1.867 -0.566
H -0.893 4.037 -2.170
H -0.140 4.085 -1.023
O -1.097 3.948 -1.328
H -0.405 -4.638 1.128
H -0.480 -3.477 0.235
O -0.042 -3.729 0.980
H 0.703 2.776 1.304
H 1.878 1.946 0.996
O 1.708 2.926 1.065
H -1.988 -2.462 -1.593
H -2.426 -3.672 -0.965
O -1.718 -3.057 -1.023
H -1.118 2.735 2.072
H -1.340 1.660 0.960
O -0.748 1.871 1.771
H 4.661 -1.561 -0.016
H 3.336 -2.356 0.083
O 3.880 -1.618 0.459
H 2.871 0.737 2.096
H 2.877 -0.405 1.098
O 2.315 0.338 1.483
H -2.628 0.052 -3.069
H -2.700 0.552 -1.671
O -2.650 -0.245 -2.203
H 2.253 4.246 -1.942
H 1.721 3.751 -0.490
O 1.582 4.065 -1.388
*
```

The calculation puts the HOMO-LUMO gap at 9.3 eV.



(2)
The following is a DFT calculation (ωB97M-V/def2-TZVPD) of a 12-piece molecular cluster, C5H32N3O11 overall.

The geometry in ORCA input format:
```
! wB97M-V def2-TZVPD RIJCOSX def2/J DEFGRID3
* xyz 1 1
C 1.159 0.054 0.222
C -0.290 -0.441 0.202
C -0.650 -1.664 -0.546
C 0.158 -2.762 -0.763
N -0.699 -3.745 -1.370
C -1.899 -3.231 -1.430
N -1.905 -1.901 -0.976
N 1.206 1.296 1.090
H 1.725 0.343 -0.659
H 1.704 -0.883 0.582
H -0.579 -0.506 1.286
H -0.951 0.478 0.132
H 1.254 -2.787 -0.787
H -2.794 -3.598 -1.936
H -2.641 -1.200 -1.022
H 0.395 1.382 1.676
H 2.076 1.378 1.641
H 1.213 2.084 0.418
H 1.296 -1.760 -3.858
H -0.079 -1.783 -4.440
O 0.395 -1.556 -3.615
H -4.527 -0.256 -1.998
H -3.830 0.793 -1.083
O -3.699 0.058 -1.665
H -0.893 3.544 -1.990
H -2.016 4.350 -1.471
O -1.106 4.141 -1.266
H 2.220 2.168 -2.253
H 3.484 1.884 -1.443
O 2.584 2.178 -1.363
H -1.526 1.722 -4.412
H -0.794 0.964 -3.132
O -0.761 1.595 -3.852
H -1.080 1.145 3.217
H -1.691 2.667 3.241
O -1.443 1.882 2.743
H 0.223 -3.485 1.996
H 1.607 -2.873 2.311
O 0.634 -2.826 2.575
H -0.294 -1.274 3.357
H -1.499 -1.451 4.245
O -1.281 -1.200 3.349
H 1.006 4.583 0.795
H 0.667 3.927 -0.428
O 1.197 3.720 0.393
H 2.989 -3.111 0.406
H 3.552 -1.719 0.199
O 3.303 -2.340 0.891
H 1.060 0.195 4.367
H 0.857 -0.545 2.998
O 0.961 0.368 3.431
*
```

The calculation puts the HOMO-LUMO gap at 8.4 eV.



Which of them is least stable? Easy: (2).